# 1
DFT (ωB97M-V/def2-TZVPD) results for a 2-piece molecular cluster, C3H10NOS overall.

Calculated values
maximum force: 0.03628 hartree/bohr
total energy: -648.45848 Ha
relative energy (zero: lowest compared OMol25 entry of this formula, charge and spin): 191.9 kJ/mol
charge: -1

Each line ends with the Mulliken charge.
Positions of all 16 atoms, in Å:
1 C 1.32 2.10 -0.33  -0.614
2 S -0.27 2.51 -1.14  -0.179
3 C -0.97 0.90 -1.68  -0.084
4 H 2.07 2.37 -1.07  0.281
5 H 1.48 1.02 -0.13  0.187
6 H 1.27 2.62 0.62  0.245
7 H -0.64 0.78 -2.71  0.236
8 H -0.76 0.14 -0.94  -0.242
9 H -2.06 1.06 -1.68  0.268
10 N 0.02 -2.73 1.73  -0.671
11 C -0.45 -1.54 0.92  -0.272
12 O 0.50 -0.66 0.59  -0.829
13 H 1.03 -2.76 1.72  0.255
14 H -0.34 -2.62 2.67  0.230
15 H -0.86 -2.00 -0.02  0.083
16 H -1.35 -1.18 1.47  0.106

# 2
DFT (ωB97M-V/def2-TZVPD) results for a 2-piece molecular cluster, C3H10NOS overall.

Calculated values
maximum force: 0.02371 hartree/bohr
total energy: -648.45460 Ha
relative energy (zero: lowest compared OMol25 entry of this formula, charge and spin): 202.0 kJ/mol
charge: -1

Each line ends with the Mulliken charge.
Positions of all 16 atoms, in Å:
1 C 2.91 0.87 -1.35  -0.860
2 S 2.23 1.21 0.31  -0.118
3 C 0.48 1.47 0.07  -0.429
4 H 3.97 1.15 -1.29  0.267
5 H 2.91 -0.20 -1.57  0.266
6 H 2.54 1.43 -2.21  0.311
7 H 0.37 1.57 -1.00  0.200
8 H 0.16 2.35 0.63  0.288
9 H -0.14 0.67 0.50  0.071
10 N -1.82 -2.31 0.50  -0.791
11 C -2.50 -1.19 1.25  -0.440
12 O -2.31 0.02 0.75  -0.867
13 H -0.87 -2.00 0.31  0.257
14 H -2.11 -2.14 -0.47  0.283
15 H -2.24 -1.37 2.33  0.225
16 H -3.58 -1.53 1.25  0.337

# 3
DFT (ωB97M-V/def2-TZVPD) results for a 2-piece molecular cluster, C3H10NOS overall.

Calculated values
maximum force: 0.03297 hartree/bohr
total energy: -648.50336 Ha
relative energy (zero: lowest compared OMol25 entry of this formula, charge and spin): 74.0 kJ/mol
charge: -1

Each line ends with the Mulliken charge.
Positions of all 16 atoms, in Å:
1 C -0.06 1.39 -0.56  -0.476
2 C 0.93 0.41 0.04  -0.786
3 S -0.08 -1.11 0.46  -0.713
4 C -1.12 1.89 0.43  -0.373
5 N -1.72 3.18 0.09  -0.601
6 H -0.58 0.91 -1.41  0.179
7 H 0.50 2.31 -0.86  0.292
8 H 1.39 0.85 0.93  0.283
9 H 1.69 0.19 -0.71  0.304
10 H -0.73 1.81 1.46  0.273
11 H -1.91 1.14 0.54  0.281
12 H -1.12 3.95 -0.16  0.203
13 H -2.45 3.29 -0.60  0.196
14 H 2.41 -4.40 -0.03  0.286
15 H 1.44 -3.38 -0.42  0.313
16 O 1.76 -4.26 -0.72  -0.663

# 4
DFT (ωB97M-V/def2-TZVPD) results for a 2-piece molecular cluster, C3H10NOS overall.

Calculated values
maximum force: 0.07832 hartree/bohr
total energy: -648.15179 Ha
relative energy (zero: lowest compared OMol25 entry of this formula, charge and spin): 226.7 kJ/mol
charge: +1

Each line ends with the Mulliken charge.
Positions of all 16 atoms, in Å:
1 C -1.26 1.70 -0.40  -0.755
2 C 1.94 -0.55 -0.89  -0.536
3 C 0.45 -0.88 1.38  -0.010
4 N -1.12 0.21 -0.56  -0.504
5 O -0.32 -1.28 2.36  -0.348
6 S 1.16 -1.79 0.23  0.122
7 H -0.28 2.17 -0.57  0.251
8 H -2.00 2.14 -1.13  0.326
9 H -1.58 1.82 0.62  0.309
10 H 1.16 0.23 -0.90  0.039
11 H 2.03 -1.23 -1.78  0.372
12 H 2.81 -0.18 -0.34  0.356
13 H 0.59 0.11 1.40  0.516
14 H -1.10 0.14 -1.57  0.233
15 H -1.71 -0.52 -0.14  0.261
16 H -0.76 -2.08 2.28  0.368

# 5
DFT (ωB97M-V/def2-TZVPD) results for an isolated ion of composition C3H10NOS and charge +1.

Calculated values
maximum force: 0.07572 hartree/bohr
total energy: -648.17438 Ha
structure (SMILES): C[NH2+][C@@H](O)SC
relative energy (zero: lowest compared OMol25 entry of this formula, charge and spin): 167.4 kJ/mol
charge: +1

Each line ends with the Mulliken charge.
Positions of all 16 atoms, in Å:
1 C 1.85 -0.97 0.60  -0.781
2 C -1.96 -0.49 -1.01  -0.903
3 C -0.08 0.76 0.69  -0.126
4 N 1.08 0.17 -0.08  -0.168
5 O -0.39 2.15 0.08  -0.559
6 S -1.31 -0.50 0.70  -0.018
7 H 2.52 -1.37 -0.19  0.349
8 H 2.45 -0.86 1.43  0.360
9 H 1.08 -1.71 0.77  0.346
10 H -2.05 -1.49 -1.40  0.350
11 H -1.39 0.02 -1.68  0.350
12 H -2.92 -0.15 -0.99  0.359
13 H 0.09 1.03 1.73  0.390
14 H 0.50 -0.15 -0.85  0.355
15 H 1.65 0.94 -0.36  0.355
16 H -1.12 2.61 0.55  0.340

# 6
DFT (ωB97M-V/def2-TZVPD) results for a 2-piece molecular cluster, C3H10NP overall.

Calculated values
maximum force: 0.06943 hartree/bohr
total energy: -516.23494 Ha
relative energy (zero: lowest compared OMol25 entry of this formula, charge and spin): 459.3 kJ/mol

Each line ends with the Mulliken charge.
Positions of all 15 atoms, in Å:
1 C 0.17 -2.05 0.08  -0.623
2 C 1.88 1.37 -1.19  -0.918
3 C -2.35 0.60 1.64  -0.952
4 N 1.00 -0.91 -0.36  -0.296
5 P 0.44 0.54 -0.50  0.140
6 H -0.95 -2.02 -0.18  0.214
7 H 0.22 -1.99 1.21  0.232
8 H 0.75 -2.91 -0.30  0.277
9 H 1.83 1.47 -2.19  0.362
10 H 1.90 2.38 -0.81  0.320
11 H 2.81 0.83 -0.86  0.256
12 H -2.41 -0.40 1.31  0.300
13 H -1.51 1.18 1.91  0.345
14 H -3.25 1.16 1.75  0.296
15 H -0.56 0.75 -1.50  0.045

# 7
DFT (ωB97M-V/def2-TZVPD) results for a 2-piece molecular cluster, C3H10NS overall.

Calculated values
maximum force: 0.00891 hartree/bohr
total energy: -573.26111 Ha
relative energy (zero: lowest compared OMol25 entry of this formula, charge and spin): 55.2 kJ/mol
charge: -1

Each line ends with the Mulliken charge.
Positions of all 15 atoms, in Å:
1 C 2.51 -0.16 -0.86  -0.756
2 S 2.41 0.38 0.89  -0.695
3 H 1.56 -0.60 -1.18  0.128
4 H 3.31 -0.89 -0.98  0.254
5 H 2.68 0.65 -1.58  0.237
6 C -1.50 -1.00 0.02  -1.074
7 C -1.50 0.31 0.79  -0.182
8 N -0.78 1.35 0.06  -0.711
9 H -1.90 -0.84 -0.99  0.299
10 H -2.13 -1.74 0.51  0.355
11 H -0.51 -1.44 -0.09  0.209
12 H -1.05 0.10 1.76  0.262
13 H -2.54 0.63 0.92  0.346
14 H 0.22 1.09 0.09  0.100
15 H -0.80 2.18 0.65  0.228

# 8
DFT (ωB97M-V/def2-TZVPD) results for a 2-piece molecular cluster, C3H10NS overall.

Calculated values
maximum force: 0.02923 hartree/bohr
total energy: -573.23462 Ha
relative energy (zero: lowest compared OMol25 entry of this formula, charge and spin): 124.7 kJ/mol
charge: -1

Each line ends with the Mulliken charge.
Positions of all 15 atoms, in Å:
1 C 0.41 3.08 0.26  -0.846
2 S -1.16 2.20 0.66  -0.698
3 H 0.29 4.07 0.67  0.237
4 H 1.26 2.65 0.80  0.192
5 H 0.65 3.20 -0.80  0.205
6 C -0.97 -1.49 0.68  -0.774
7 N 0.39 -1.32 0.26  -0.357
8 C 0.62 -1.73 -1.11  -0.929
9 H -1.58 -0.58 0.55  0.188
10 H -1.46 -2.31 0.15  0.295
11 H -1.11 -1.72 1.75  0.261
12 H 0.73 -0.38 0.42  0.265
13 H 1.68 -1.78 -1.32  0.329
14 H -0.01 -1.15 -1.78  0.332
15 H 0.26 -2.74 -1.20  0.301